Record 1
The following is a quantum chemistry calculation of 3 unconnected molecules or ions with the total composition C42H49O10P2S, from the Open Molecules 2025 dataset.

Last columns: bonded neighbours and bond lengths (Å).
CARTESIAN COORDINATES (ANGSTROEM)
1 C 0.507 7.505 -0.254  C2 1.527, H24 1.092, H25 1.093, H26 1.093
2 C 0.529 6.005 -0.541  C1 1.527, P3 1.842, H27 1.092, H28 1.094
3 P -0.354 5.030 0.749  C2 1.842, C4 1.852, C5 1.881
4 C -2.078 5.648 0.480  P3 1.852, H29 1.092, H30 1.091, H31 1.090
5 C -0.243 3.345 -0.080  P3 1.881, O6 1.395, C16 1.551, H32 1.102
6 O -0.295 3.310 -1.473  C5 1.395, P7 1.809
7 P -1.726 2.419 -2.129  O6 1.809, C8 1.897, O15 1.769, H33 1.452, H34 1.440, H35 1.456
8 C -2.612 4.026 -2.608  P7 1.897, C9 1.523, H36 1.093, H37 1.092
9 C -2.456 4.324 -4.094  C8 1.523, C10 1.525, H38 1.092, H39 1.097
10 C -1.050 4.840 -4.380  C9 1.525, S11 1.765, H40 1.090, H41 1.093
11 S -0.783 5.373 -6.041  C10 1.765, O12 1.430, O13 1.435, O14 1.617
12 O -1.932 6.017 -6.597  S11 1.430
13 O 0.515 5.979 -6.137  S11 1.435
14 O -0.706 3.964 -6.830  S11 1.617, H42 0.972
15 O -2.375 2.488 -0.484  P7 1.769, C16 1.396
16 C -1.304 2.319 0.396  C5 1.551, O15 1.396, C17 1.529, H43 1.105
17 C -1.770 2.328 1.852  C16 1.529, C18 1.532, H44 1.095, H45 1.094
18 C -1.035 1.337 2.760  C17 1.532, C19 1.542, H46 1.091, H47 1.095
19 C 0.482 1.567 2.918  C18 1.542, C20 1.534, H48 1.095, H49 1.098
20 C 1.421 0.866 1.928  C19 1.534, C21 1.523, H50 1.091, H51 1.097
21 C 1.575 -0.640 2.085  C20 1.523, O22 1.419, H52 1.095, H53 1.099
22 O 0.357 -1.360 1.965  C21 1.419, C23 1.412
23 C 0.016 -1.662 0.629  O22 1.412, H54 1.090, H55 1.098, H56 1.098
24 H -0.482 7.928 -0.442  C1 1.092
25 H 1.216 8.043 -0.890  C1 1.093
26 H 0.763 7.722 0.786  C1 1.093
27 H 0.092 5.775 -1.515  C2 1.092
28 H 1.558 5.636 -0.572  C2 1.094
29 H -2.295 6.421 1.220  C4 1.092
30 H -2.234 6.066 -0.516  C4 1.091
31 H -2.786 4.828 0.604  C4 1.090
32 H 0.759 3.028 0.254  C5 1.102
33 H -2.873 1.690 -2.643  P7 1.452
34 H -1.050 2.342 -3.397  P7 1.440
35 H -1.092 1.164 -1.752  P7 1.456
36 H -2.256 4.882 -2.030  C8 1.093
37 H -3.667 3.873 -2.369  C8 1.092
38 H -3.178 5.061 -4.453  C9 1.092
39 H -2.621 3.399 -4.660  C9 1.097
40 H -0.296 4.076 -4.195  C10 1.090
41 H -0.791 5.696 -3.751  C10 1.093
42 H 0.163 3.566 -6.656  O14 0.972
43 H -0.858 1.325 0.212  C16 1.105
44 H -1.735 3.331 2.289  C17 1.095
45 H -2.823 2.033 1.821  C17 1.094
46 H -1.215 0.325 2.393  C18 1.091
47 H -1.490 1.383 3.755  C18 1.095
48 H 0.672 2.643 2.858  C19 1.095
49 H 0.788 1.267 3.929  C19 1.098
50 H 1.133 1.091 0.899  C20 1.091
51 H 2.425 1.287 2.059  C20 1.097
52 H 1.991 -0.890 3.067  C21 1.095
53 H 2.283 -1.008 1.329  C21 1.099
54 H -0.984 -2.097 0.639  C23 1.090
55 H 0.717 -2.383 0.187  C23 1.098
56 H -0.014 -0.764 -0.002  C23 1.098
57 C 2.141 -2.929 -2.357  C58 1.392, C62 1.384, H73 1.083
58 C 2.427 -4.115 -3.026  C57 1.392, C59 1.384, H74 1.083
59 C 1.934 -4.333 -4.301  C58 1.384, C60 1.391, H75 1.082
60 C 1.147 -3.363 -4.915  C59 1.391, C61 1.394, C71 1.493
61 C 0.865 -2.175 -4.243  C60 1.394, C62 1.391, C63 1.493
62 C 1.362 -1.958 -2.962  C57 1.384, C61 1.391, H76 1.083
63 C 0.019 -1.113 -4.864  C61 1.493, O64 1.206, C65 1.493
64 O -0.196 -0.074 -4.290  C63 1.206
65 C -0.555 -1.393 -6.213  C63 1.493, C66 1.390, C70 1.395
66 C -1.386 -0.439 -6.791  C65 1.390, C67 1.384, H77 1.083
67 C -1.920 -0.667 -8.048  C66 1.384, C68 1.392, H78 1.082
68 C -1.626 -1.844 -8.730  C67 1.392, C69 1.384, H79 1.083
69 C -0.801 -2.796 -8.156  C68 1.384, C70 1.391, H80 1.082
70 C -0.262 -2.575 -6.892  C65 1.395, C69 1.391, C71 1.493
71 C 0.618 -3.618 -6.287  C60 1.493, C70 1.493, O72 1.214
72 O 0.889 -4.638 -6.887  C71 1.214
73 H 2.527 -2.763 -1.359  C57 1.083
74 H 3.036 -4.872 -2.548  C58 1.083
75 H 2.143 -5.248 -4.840  C59 1.082
76 H 1.117 -1.026 -2.467  C62 1.083
77 H -1.599 0.465 -6.235  C66 1.083
78 H -2.567 0.075 -8.499  C67 1.082
79 H -2.044 -2.016 -9.713  C68 1.083
80 H -0.562 -3.718 -8.667  C69 1.082
81 C 3.079 -6.612 9.835  C82 1.391, C86 1.384, H97 1.082
82 C 3.529 -5.308 10.008  C81 1.391, C83 1.384, H98 1.082
83 C 3.061 -4.296 9.187  C82 1.384, C84 1.390, H99 1.082
84 C 2.140 -4.585 8.186  C83 1.390, C85 1.394, C95 1.495
85 C 1.690 -5.893 8.012  C84 1.394, C86 1.391, C87 1.494
86 C 2.161 -6.904 8.841  C81 1.384, C85 1.391, H100 1.082
87 C 0.704 -6.236 6.942  C85 1.494, O88 1.213, C89 1.488
88 O 0.304 -7.374 6.808  C87 1.213
89 C 0.242 -5.134 6.056  C87 1.488, C90 1.390, C94 1.398
90 C -0.651 -5.427 5.032  C89 1.390, C91 1.385, H101 1.082
91 C -1.099 -4.419 4.195  C90 1.385, C92 1.390, H102 1.083
92 C -0.662 -3.111 4.373  C91 1.390, C93 1.386, H103 1.081
93 C 0.229 -2.814 5.392  C92 1.386, C94 1.390, H104 1.082
94 C 0.685 -3.820 6.235  C89 1.398, C93 1.390, C95 1.490
95 C 1.648 -3.472 7.317  C84 1.495, C94 1.490, O96 1.212
96 O 2.026 -2.334 7.493  C95 1.212
97 H 3.446 -7.401 10.479  C81 1.082
98 H 4.247 -5.082 10.786  C82 1.082
99 H 3.393 -3.274 9.302  C83 1.082
100 H 1.796 -7.910 8.686  C86 1.082
101 H -0.981 -6.450 4.911  C90 1.082
102 H -1.790 -4.650 3.395  C91 1.083
103 H -0.991 -2.325 3.707  C92 1.081
104 H 0.586 -1.804 5.544  C93 1.082

Summary:
total charge: -1
Kohn-Sham gap: 4.97 eV
total energy: -3463.18159 Eh


Record 2
The following is a quantum chemistry calculation of 6 unconnected molecules or ions with the total composition C42H50F3IO3P at a distorted geometry, from the Open Molecules 2025 dataset.

Last columns: bonded neighbours and bond lengths (Å).
CARTESIAN COORDINATES (ANGSTROEM)
1 C 3.979 -2.344 -2.022  C2 1.561, H21 1.094, H22 1.098, H23 1.099
2 C 2.563 -2.933 -2.311  C1 1.561, C3 1.552, H24 1.096, H25 1.099
3 C 1.947 -2.418 -3.638  C2 1.552, I4 2.166, C5 1.548, H26 1.098
4 I 2.265 -3.790 -5.285  C3 2.166
5 C 0.445 -2.050 -3.558  C3 1.548, O6 1.386, C16 1.600, H27 1.109
6 O 0.294 -1.027 -2.634  C5 1.386, P7 1.788
7 P -1.477 -0.798 -2.544  O6 1.788, C8 1.909, O15 1.760, H28 1.449, H29 1.457, H30 1.467
8 C -1.210 -0.579 -0.666  P7 1.909, C9 1.562, H31 1.100, H32 1.099
9 C -1.651 0.789 -0.057  C8 1.562, C10 1.517, H33 1.099, H34 1.102
10 C -2.865 1.465 -0.667  C9 1.517, F11 1.347, C12 1.345
11 F -2.893 2.021 -1.893  C10 1.347
12 C -3.993 1.593 0.054  C10 1.345, F13 1.315, F14 1.344
13 F -4.655 0.592 0.592  C12 1.315
14 F -4.510 2.817 0.254  C12 1.344
15 O -1.700 -2.543 -2.497  P7 1.760, C16 1.423
16 C -0.654 -3.166 -3.233  C5 1.600, O15 1.423, C17 1.533, H35 1.108
17 C -0.203 -4.545 -2.738  C16 1.533, C18 1.578, H36 1.091, H37 1.096
18 C -1.500 -5.353 -2.348  C17 1.578, C19 1.529, O20 1.403, H38 1.093
19 C -1.892 -6.440 -3.350  C18 1.529, O20 1.474, H39 1.087, H40 1.088
20 O -2.607 -5.162 -3.188  C18 1.403, C19 1.474
21 H 4.419 -1.917 -2.928  C1 1.094
22 H 4.576 -3.164 -1.601  C1 1.098
23 H 3.874 -1.601 -1.219  C1 1.099
24 H 1.853 -2.730 -1.501  C2 1.096
25 H 2.664 -4.023 -2.412  C2 1.099
26 H 2.470 -1.485 -3.886  C3 1.098
27 H 0.224 -1.759 -4.604  C5 1.109
28 H -2.914 -0.616 -2.513  P7 1.449
29 H -1.174 0.573 -2.934  P7 1.457
30 H -1.691 -0.985 -3.983  P7 1.467
31 H -1.659 -1.450 -0.166  C8 1.100
32 H -0.128 -0.655 -0.494  C8 1.099
33 H -0.805 1.489 -0.026  C9 1.099
34 H -1.924 0.589 0.992  C9 1.102
35 H -1.120 -3.345 -4.222  C16 1.108
36 H 0.233 -5.143 -3.539  C17 1.091
37 H 0.401 -4.503 -1.824  C17 1.096
38 H -1.662 -5.568 -1.288  C18 1.093
39 H -2.601 -7.213 -3.065  C19 1.087
40 H -1.311 -6.477 -4.269  C19 1.088
41 C -4.039 -1.159 3.313  C42 1.388, C46 1.388, H47 1.081
42 C -5.312 -1.685 3.484  C41 1.388, C43 1.389, H48 1.083
43 C -5.525 -2.706 4.400  C42 1.389, C44 1.389, H49 1.083
44 C -4.466 -3.195 5.153  C43 1.389, C45 1.388, H50 1.083
45 C -3.193 -2.667 4.984  C44 1.388, C46 1.389, H51 1.083
46 C -2.979 -1.652 4.062  C41 1.388, C45 1.389, H52 1.083
47 H -3.873 -0.367 2.596  C41 1.081
48 H -6.139 -1.298 2.900  C42 1.083
49 H -6.518 -3.120 4.528  C43 1.083
50 H -4.633 -3.989 5.871  C44 1.083
51 H -2.367 -3.048 5.572  C45 1.083
52 H -1.985 -1.244 3.926  C46 1.083
53 C 2.643 5.015 0.961  C54 1.388, C58 1.389, H59 1.083
54 C 2.215 4.486 2.171  C53 1.388, C55 1.389, H60 1.084
55 C 0.883 4.131 2.341  C54 1.389, C56 1.389, H61 1.083
56 C -0.018 4.296 1.298  C55 1.389, C57 1.388, H62 1.083
57 C 0.411 4.821 0.086  C56 1.388, C58 1.388, H63 1.083
58 C 1.741 5.184 -0.081  C53 1.389, C57 1.388, H64 1.083
59 H 3.682 5.294 0.829  C53 1.083
60 H 2.920 4.352 2.983  C54 1.084
61 H 0.548 3.724 3.288  C55 1.083
62 H -1.056 4.014 1.428  C56 1.083
63 H -0.292 4.947 -0.728  C57 1.083
64 H 2.074 5.598 -1.024  C58 1.083
65 C -4.487 1.506 -4.656  C66 1.388, C70 1.389, H71 1.082
66 C -3.236 1.493 -5.257  C65 1.388, C67 1.388, H72 1.083
67 C -3.095 1.018 -6.554  C66 1.388, C68 1.389, H73 1.083
68 C -4.206 0.565 -7.254  C67 1.389, C69 1.388, H74 1.084
69 C -5.458 0.581 -6.654  C68 1.388, C70 1.388, H75 1.084
70 C -5.598 1.048 -5.354  C65 1.389, C69 1.388, H76 1.083
71 H -4.597 1.871 -3.644  C65 1.082
72 H -2.370 1.850 -4.713  C66 1.083
73 H -2.118 1.001 -7.020  C67 1.083
74 H -4.095 0.198 -8.267  C68 1.084
75 H -6.325 0.229 -7.200  C69 1.084
76 H -6.573 1.055 -4.883  C70 1.083
77 C 1.105 6.609 6.235  C78 1.389, C82 1.389, H83 1.083
78 C 1.700 7.216 7.333  C77 1.389, C79 1.388, H84 1.083
79 C 2.822 8.017 7.161  C78 1.388, C80 1.389, H85 1.083
80 C 3.342 8.217 5.889  C79 1.389, C81 1.389, H86 1.083
81 C 2.745 7.613 4.791  C80 1.389, C82 1.388, H87 1.083
82 C 1.628 6.806 4.964  C77 1.389, C81 1.388, H88 1.083
83 H 0.232 5.983 6.370  C77 1.083
84 H 1.290 7.065 8.324  C78 1.083
85 H 3.290 8.485 8.018  C79 1.083
86 H 4.214 8.845 5.755  C80 1.083
87 H 3.149 7.771 3.799  C81 1.083
88 H 1.166 6.331 4.108  C82 1.083
89 C 6.333 -5.159 2.449  C90 1.388, C94 1.389, H95 1.083
90 C 7.583 -4.682 2.078  C89 1.388, C91 1.389, H96 1.083
91 C 7.695 -3.463 1.423  C90 1.389, C92 1.388, H97 1.083
92 C 6.558 -2.716 1.147  C91 1.388, C93 1.388, H98 1.083
93 C 5.308 -3.191 1.521  C92 1.388, C94 1.388, H99 1.083
94 C 5.195 -4.414 2.168  C89 1.389, C93 1.388, H100 1.083
95 H 6.244 -6.112 2.956  C89 1.083
96 H 8.471 -5.262 2.299  C90 1.083
97 H 8.670 -3.094 1.128  C91 1.083
98 H 6.645 -1.763 0.641  C92 1.083
99 H 4.421 -2.607 1.307  C93 1.083
100 H 4.219 -4.787 2.454  C94 1.083

Summary:
total charge: -1
Kohn-Sham gap: 6.36 eV
total energy: -2794.57767 Eh


| no. | lowest unoccupied orbital energy (eV) |
| --- | --- |
| 1 | 0.32 |
| 2 | 2.20 |